{"formula": "C5H6F4O2S", "method": "wB97M-V/def2-TZVPD", "elements": ["C", "C", "F", "O", "S", "O", "C", "F", "C", "C", "F", "F", "H", "H", "H", "H", "H", "H"], "coordinates": [[0.746181, 2.114846, 1.192122], [0.025882, 1.065598, 0.295173], [-0.800697, 1.887672, -0.546992], [0.797412, 0.399019, -0.608083], [0.524850, -1.198260, -0.764641], [1.118147, -1.941553, 0.264833], [1.240922, -1.588336, -2.332379], [1.191337, -2.956487, -2.578078], [-1.235953, -1.072844, -0.027768], [-1.038965, 0.092680, 0.914429], [-2.182069, 0.684238, 1.231717], [-0.541066, -0.364264, 2.130783], [0.101625, 2.505894, 1.872714], [1.409555, 2.763389, 0.500585], [1.401676, 1.441776, 1.759264], [0.613876, -0.902742, -3.047546], [-1.331783, -2.153735, 0.399590], [-2.040931, -0.776890, -0.655724]], "forces_ev_per_angstrom": [[3.3, -3.6, -3.2], [-2.6, 3.0, -0.6], [0.1, -0.5, 0.3], [1.5, -1.0, -0.6], [-1.4, 0.3, -1.6], [1.3, -1.4, 1.7], [-1.8, 1.7, 0.1], [-0.3, 1.4, 0.2], [1.3, -1.6, 0.5], [1.4, -1.5, 1.8], [-0.5, 0.7, -0.3], [0.1, 0.3, -0.5], [-1.9, 1.7, 1.5], [-1.5, -0.8, 1.4], [0.4, 0.5, 0.2], [1.1, -1.7, 0.6], [-0.1, 2.4, -0.4], [-0.4, -0.1, -1.1]], "nbo_charge": [-0.6323, 0.5563, -0.3834, -0.6637, 1.8896, -0.9031, -0.2503, -0.3433, -0.6858, 0.6347, -0.2995, -0.3426, 0.2360, 0.2530, 0.2311, 0.1646, 0.2866, 0.2522], "smiles": "C[C@@]1(F)O[S@](=O)(=CF)CC1(F)F", "orbital_gap_ev": 9.43, "energy_ev": -31077.88846, "e_above_lowest_kj_mol": 205.3, "homo_ev": -9.0, "lumo_energy_ev": 0.442}